{"formula": "C16H44ClO16S5Ti", "method": "the ωB97M-V functional and the def2-TZVPD basis", "species": ["Ti", "Cl", "O", "S", "O", "O", "C", "C", "C", "H", "H", "H", "H", "H", "H", "H", "H", "O", "S", "O", "O", "C", "C", "C", "H", "H", "H", "H", "H", "H", "H", "H", "O", "S", "O", "O", "C", "C", "C", "H", "H", "H", "H", "H", "H", "H", "H", "O", "S", "O", "O", "C", "C", "C", "H", "H", "H", "H", "H", "H", "H", "H", "O", "S", "O", "O", "C", "C", "C", "H", "H", "H", "H", "H", "H", "H", "H", "C", "O", "H", "H", "H", "H"], "positions_angstrom": [[-5.58316, -19.58030, 34.91043], [-4.59629, -17.06831, 34.00352], [-5.88024, -23.90773, 33.52024], [-5.43677, -23.17171, 34.68533], [-5.96202, -21.78310, 34.92125], [-5.75016, -24.01359, 36.08936], [-5.51628, -23.42031, 37.31746], [-4.81895, -24.45618, 38.22535], [-3.63574, -23.25783, 34.70202], [-6.44993, -23.24598, 37.85225], [-4.89495, -22.52551, 37.28030], [-5.14535, -25.46445, 37.97049], [-5.07442, -24.25256, 39.26524], [-3.75231, -24.38242, 38.01338], [-3.28711, -23.01501, 35.70581], [-3.30208, -22.52355, 33.96880], [-3.33472, -24.27043, 34.43351], [-9.92940, -18.65581, 35.44401], [-9.05365, -18.50806, 34.30186], [-7.79688, -19.27652, 34.17113], [-9.92570, -18.73355, 32.90694], [-11.31004, -18.43044, 32.92057], [-11.87825, -18.23151, 31.49695], [-8.60037, -16.70699, 34.08427], [-11.58438, -17.55363, 33.50711], [-11.90641, -19.30079, 33.19431], [-12.88893, -17.82495, 31.46030], [-11.81125, -19.11699, 30.86487], [-11.32099, -17.52300, 30.88409], [-8.08229, -16.22803, 34.91510], [-9.51664, -16.17899, 33.82015], [-7.98775, -16.74526, 33.18352], [-4.31792, -20.19894, 32.73206], [-3.59057, -20.44425, 31.50998], [-3.26045, -21.85276, 31.20644], [-4.48237, -19.87794, 30.23568], [-5.14271, -18.65088, 30.46532], [-5.79585, -18.10977, 29.23596], [-2.07823, -19.31203, 31.47928], [-4.36256, -17.95869, 30.78208], [-5.84222, -18.70342, 31.29960], [-6.53111, -18.76856, 28.77394], [-5.06274, -17.98895, 28.43844], [-6.25630, -17.12896, 29.35465], [-2.37838, -18.30489, 31.76856], [-1.70913, -19.20019, 30.45980], [-1.26459, -19.78130, 32.03235], [-5.81852, -21.01533, 39.53100], [-6.27235, -19.90935, 38.75398], [-6.20061, -19.81784, 37.29517], [-7.80991, -19.58347, 39.24750], [-8.57778, -18.73791, 38.39580], [-9.86843, -18.25931, 39.12077], [-5.45735, -18.44550, 39.51251], [-8.79892, -19.36151, 37.52959], [-8.01189, -17.90338, 37.98178], [-10.64213, -17.78775, 38.51487], [-9.61640, -17.57259, 39.92884], [-10.30762, -19.11441, 39.63458], [-6.11919, -17.60265, 39.31332], [-4.45579, -18.25260, 39.12810], [-5.48907, -18.58134, 40.59356], [-3.67321, -20.24166, 35.97069], [-2.41705, -19.91703, 36.70735], [-2.36450, -19.46116, 38.09343], [-1.44339, -21.21975, 36.52232], [-0.46245, -21.49828, 37.50519], [-1.20580, -22.32211, 38.60072], [-1.46648, -18.74361, 35.59647], [-0.07631, -20.54573, 37.86805], [0.40591, -22.01672, 37.09865], [-1.88210, -21.66665, 39.14943], [-0.52870, -22.83172, 39.28624], [-1.85401, -23.06601, 38.13755], [-0.78973, -18.25148, 36.29497], [-2.21362, -18.08342, 35.15598], [-0.89103, -19.30562, 34.86088], [-6.40157, -15.43937, 37.12551], [-6.20582, -16.78843, 36.71211], [-7.07432, -15.29862, 37.97150], [-5.43866, -15.06301, 37.47081], [-6.75826, -14.84598, 36.28362], [-5.64527, -16.82268, 35.93352]], "atomic_forces_ev_per_a": [[0.374, 0.657, -0.229], [-0.136, -0.408, 0.194], [0.074, 0.631, 1.885], [-0.826, 1.718, 0.907], [1.250, -3.674, -0.553], [-0.223, -0.160, -3.734], [0.245, -0.334, 2.727], [0.155, 0.331, -0.822], [-0.552, 0.384, 0.140], [-0.258, 0.690, -0.641], [-0.354, 0.224, -0.231], [-0.103, 0.046, 0.024], [0.363, 0.053, -0.024], [0.157, -0.296, 0.477], [-0.009, 0.174, -0.161], [0.077, -0.060, 0.058], [-0.262, 0.099, -0.084], [0.627, -0.251, -1.053], [1.553, 1.045, -0.187], [-3.023, 1.071, -0.058], [1.547, 0.002, 1.134], [-2.140, -0.214, -1.320], [1.280, 0.628, -1.008], [-0.565, -1.226, -0.841], [0.371, -0.154, 0.320], [0.422, -0.016, 1.112], [-0.119, -0.368, 0.554], [-0.264, -0.376, 0.444], [0.372, 0.392, 0.321], [-0.037, -0.660, 0.104], [-0.106, -0.077, 0.246], [0.271, 0.130, 0.209], [0.457, 0.055, -0.540], [0.088, -1.233, -0.831], [-0.257, 3.216, 0.247], [1.204, -1.912, 0.859], [-0.014, 1.651, 1.138], [0.111, -0.308, -1.561], [-0.863, -0.692, -0.915], [-0.169, 0.426, 0.117], [-0.010, -0.360, 0.029], [-0.220, -0.185, 0.430], [0.274, 0.105, 0.020], [0.050, -0.108, 0.500], [-0.086, -0.317, 0.702], [-0.310, -0.451, -0.222], [-0.432, 0.119, 0.420], [-0.347, -0.721, -0.612], [-0.106, 3.014, -0.139], [-0.305, -0.719, 2.099], [1.770, -0.701, 0.301], [-1.518, 0.315, -1.349], [0.992, -0.704, 0.666], [-0.992, -0.146, -0.348], [-0.440, 0.230, -0.032], [0.316, 0.103, 0.335], [0.421, -0.157, -0.412], [0.144, 0.197, -0.063], [-0.162, -0.131, -0.174], [0.205, 0.043, -0.367], [-0.177, -0.324, -0.079], [0.226, -0.388, -0.134], [3.047, 0.056, 2.294], [-0.155, 0.538, -2.322], [-0.492, -0.737, -1.793], [-1.338, 0.596, -1.028], [-0.512, -0.335, 2.007], [0.531, 0.470, -0.259], [-0.635, -0.663, 1.428], [-0.009, -0.050, 0.402], [-0.468, -0.200, -0.571], [0.212, 0.045, 0.125], [0.017, 0.112, 0.019], [0.269, -0.114, -0.230], [-0.057, 0.247, -0.206], [0.016, 0.116, -0.021], [-0.370, -0.135, 0.101], [1.051, -0.192, -0.529], [-1.398, 0.103, 1.490], [-0.321, -0.672, -0.103], [0.090, 0.469, -0.107], [-0.015, 0.319, 0.055], [0.528, 0.111, -0.746]], "lumo_ev": [0.2457, 0.2308], "orbital_gap_ev": [3.7, 8.9], "total_energy_ev": -139874.5661, "homo_energy_ev": [-3.458, -8.665], "spin_multiplicity": 4}